The following is a DFT calculation (wB97M-V/def2-TZVPD) of 21 unconnected molecules or ions with the total composition C80H211N9O25 in a non-equilibrium geometry.

Computed properties:
- total charge = 0
- energy above the lowest of the compared OMol25 structures with the same formula, charge and spin (kcal per mole) = 127.13
- electronic energy (eV) = -150962.6574
- LUMO energy (Eh) = 0.01659

CARTESIAN COORDINATES (ANGSTROEM)
O: -24.754 14.747 3.145
O: -7.710 21.982 0.424
O: -21.577 19.195 0.992
O: -9.045 14.064 1.331
O: -11.510 20.188 7.801
O: -20.410 11.514 -1.469
O: -18.148 12.875 5.642
O: -18.187 18.870 -1.497
O: -13.200 17.174 -4.700
O: -7.888 17.383 -0.201
O: -17.722 10.340 2.481
O: -9.996 23.005 7.773
O: -24.542 10.930 7.109
O: -12.940 19.244 1.879
O: -10.323 18.024 6.477
O: -18.576 20.323 5.977
O: -25.328 15.848 -3.142
O: -14.868 22.633 -0.066
O: -17.517 25.142 -2.537
O: -21.686 15.922 5.890
O: -17.836 14.878 1.950
O: -11.862 14.692 -4.577
O: -13.950 23.803 2.626
O: -13.869 12.068 4.193
O: -12.914 26.106 3.967
N: -15.818 12.746 2.203
N: -21.764 14.870 -0.358
N: -15.544 16.514 2.024
N: -7.970 20.598 -2.152
N: -7.561 14.804 -1.293
N: -18.656 18.853 9.361
N: -17.180 22.445 -1.632
N: -22.800 13.666 7.398
N: -22.951 17.286 -0.809
C: -12.041 23.996 7.237
C: -7.751 13.545 0.973
C: -17.933 21.328 -1.099
C: -24.094 16.495 -2.976
C: -18.315 9.049 2.533
C: -13.864 21.971 -2.142
C: -22.028 17.290 5.846
C: -12.976 27.383 3.385
C: -14.227 17.188 1.677
C: -13.563 21.108 8.849
C: -14.575 16.377 -2.860
C: -16.818 24.222 -3.309
C: -15.990 11.594 1.437
C: -17.003 20.261 8.489
C: -24.152 13.181 7.690
C: -6.428 22.141 2.378
C: -12.496 20.065 8.787
C: -26.041 15.154 3.341
C: -22.460 14.929 7.978
C: -10.334 18.330 4.218
C: -15.130 23.955 3.337
C: -13.354 14.351 4.456
C: -18.130 16.293 1.916
C: -8.433 19.215 -1.840
C: -13.390 18.603 -2.712
C: -13.887 12.926 6.427
C: -8.652 18.453 -3.114
C: -24.546 9.905 6.203
C: -14.293 18.779 1.760
C: -12.820 13.631 -4.395
C: -21.301 15.527 7.202
C: -10.719 23.483 6.690
C: -12.693 12.450 -5.452
C: -8.922 22.481 2.298
C: -15.914 25.064 2.609
C: -20.441 12.696 -0.602
C: -7.605 22.701 1.609
C: -7.535 18.621 -0.781
C: -18.781 19.274 6.974
C: -24.191 17.239 -1.614
C: -10.979 17.591 5.329
C: -20.260 19.672 1.481
C: -6.529 12.625 -1.118
C: -24.617 12.210 6.545
C: -14.712 11.546 0.697
C: -16.783 16.938 1.233
C: -17.464 20.047 -1.825
C: -8.744 17.416 0.820
C: -12.515 17.926 5.554
C: -15.839 22.594 3.312
C: -18.487 19.866 8.345
C: -21.901 17.870 1.337
C: -18.165 10.431 6.115
C: -25.926 16.669 3.064
C: -10.840 22.454 5.512
C: -10.192 13.378 1.111
C: -18.944 14.027 2.297
C: -13.304 17.162 -3.275
C: -18.829 11.656 5.420
C: -13.250 13.008 5.045
C: -12.675 13.168 -2.924
C: -17.487 26.513 -3.078
C: -13.940 22.998 -0.969
C: -20.259 14.589 -2.239
C: -7.698 13.457 -0.636
C: -11.866 19.665 10.152
C: -13.042 28.347 4.585
C: -16.277 10.272 2.260
C: -23.158 17.513 0.518
C: -11.835 27.543 2.536
C: -17.287 22.774 -3.054
C: -20.236 11.852 5.878
C: -17.614 19.861 5.065
C: -26.557 14.907 4.750
C: -19.714 10.429 -0.821
C: -12.652 23.236 -0.296
C: -26.086 16.395 -4.222
C: -19.592 18.903 -1.909
C: -12.891 20.507 2.474
C: -21.140 13.872 -1.267
H: -16.605 19.784 5.468
H: -22.449 17.610 4.893
H: -27.092 16.100 -3.922
H: -20.276 19.359 -1.194
H: -6.446 21.054 2.299
H: -17.778 8.325 3.147
H: -18.295 16.664 2.928
H: -9.273 18.175 4.026
H: -9.112 22.932 3.272
H: -11.901 20.964 2.468
H: -16.673 16.707 0.174
H: -14.961 19.066 2.573
H: -24.013 12.262 5.639
H: -19.524 19.208 0.823
H: -20.127 20.754 1.497
H: -14.196 23.601 1.721
H: -26.087 17.484 -4.269
H: -12.086 28.397 5.106
H: -24.502 18.273 -1.765
H: -15.935 9.433 1.653
H: -13.486 13.527 -2.290
H: -20.350 11.465 6.891
H: -9.138 21.419 2.414
H: -13.210 20.496 3.516
H: -19.576 19.264 -2.938
H: -25.807 15.098 5.517
H: -14.840 21.719 -2.558
H: -11.893 26.908 1.652
H: -27.554 15.302 4.948
H: -15.321 25.485 1.797
H: -20.910 16.346 7.805
H: -16.890 24.831 2.184
H: -19.018 16.359 1.287
H: -26.742 13.833 4.768
H: -22.664 17.534 6.698
H: -12.650 16.392 -4.791
H: -14.671 10.586 0.181
H: -7.660 12.597 1.504
H: -14.945 13.169 6.524
H: -12.871 12.097 -2.974
H: -6.792 15.229 -0.796
H: -8.939 19.117 -3.930
H: -9.062 16.467 1.252
H: -11.750 21.861 5.592
H: -13.316 22.076 9.284
H: -12.427 23.114 7.748
H: -19.612 18.917 9.683
H: -23.365 15.686 -3.030
H: -13.009 12.799 -6.435
H: -11.858 23.324 -1.038
H: -10.728 18.654 7.078
H: -14.467 12.365 0.021
H: -16.726 20.821 7.596
H: -13.393 21.080 -1.726
H: -25.636 12.443 6.235
H: -10.906 13.655 1.886
H: -8.183 17.773 1.684
H: -14.250 23.873 -1.541
H: -14.654 15.385 -3.306
H: -16.454 19.862 -1.462
H: -10.744 18.148 3.224
H: -14.421 18.931 -2.848
H: -12.773 19.238 -3.348
H: -6.536 18.513 -1.204
H: -13.106 22.411 -2.789
H: -17.270 20.038 -2.898
H: -9.389 17.687 -2.875
H: -10.881 22.958 4.546
H: -10.518 19.364 4.508
H: -17.288 12.980 5.229
H: -13.356 16.818 2.217
H: -12.615 24.126 0.331
H: -13.137 19.226 8.518
H: -17.082 10.551 6.152
H: -22.227 14.757 9.029
H: -19.698 14.207 1.532
H: -25.307 9.765 5.435
H: -14.919 24.286 4.354
H: -24.918 13.956 7.684
H: -6.950 14.201 1.311
H: -26.931 16.852 2.684
H: -13.095 15.169 5.129
H: -17.950 27.193 -2.362
H: -18.327 22.664 -3.363
H: -17.621 20.510 4.189
H: -15.787 10.286 3.234
H: -15.702 22.562 -0.537
H: -21.983 13.541 -1.874
H: -25.320 17.134 2.286
H: -25.847 15.992 -5.206
H: -11.070 18.929 10.036
H: -13.494 11.768 -5.167
H: -21.155 17.094 1.164
H: -7.550 23.783 1.496
H: -12.406 22.359 0.304
H: -14.559 16.270 -1.775
H: -8.648 13.085 -1.018
H: -12.212 12.680 5.103
H: -9.785 22.761 1.693
H: -11.036 21.009 7.951
H: -10.596 13.533 0.111
H: -19.106 20.720 8.618
H: -13.132 18.594 -1.653
H: -22.072 15.746 -0.756
H: -7.705 17.999 -3.409
H: -10.902 27.251 3.019
H: -9.611 18.074 0.861
H: -24.228 15.337 3.690
H: -19.481 10.647 0.221
H: -21.063 12.443 0.257
H: -11.068 14.384 -4.135
H: -18.323 18.295 6.833
H: -9.971 12.310 1.133
H: -16.775 22.032 -3.665
H: -7.730 21.048 0.648
H: -18.445 10.480 7.168
H: -5.626 13.231 -1.056
H: -19.409 12.857 -0.291
H: -24.117 12.698 8.667
H: -14.002 21.308 7.871
H: -19.418 14.204 3.263
H: -9.428 19.380 -1.428
H: -10.903 16.514 5.181
H: -23.607 9.778 5.664
H: -19.342 14.968 -1.788
H: -9.893 21.918 5.444
H: -11.547 20.386 10.905
H: -17.922 26.562 -4.076
H: -12.758 24.300 6.475
H: -15.505 16.910 -3.056
H: -20.302 9.516 -0.916
H: -22.194 17.914 2.386
H: -12.826 17.676 6.568
H: -8.000 21.302 -1.429
H: -22.573 14.432 0.059
H: -24.535 8.952 6.731
H: -19.328 9.148 2.924
H: -20.565 14.762 6.955
H: -13.870 11.366 1.364
H: -12.626 19.128 10.719
H: -14.350 12.567 3.529
H: -14.621 19.282 0.849
H: -18.423 9.450 5.717
H: -13.692 11.971 6.915
H: -13.276 29.346 4.217
H: -23.957 18.240 0.664
H: -16.316 13.431 1.652
H: -16.116 22.230 2.322
H: -13.276 17.474 4.919
H: -18.070 19.030 10.164
H: -6.474 11.764 -0.452
H: -11.749 28.563 2.159
H: -13.398 13.696 7.023
H: -9.181 23.482 7.944
H: -20.055 19.420 2.522
H: -17.474 23.322 -1.228
H: -17.051 24.410 -4.357
H: -6.991 20.448 -2.351
H: -13.562 21.253 2.049
H: -22.366 18.084 -1.009
H: -19.823 18.957 7.025
H: -15.743 24.348 -3.186
H: -14.407 20.832 9.480
H: -6.432 22.496 3.409
H: -17.662 18.812 4.774
H: -16.315 19.420 8.577
H: -13.140 25.360 3.407
H: -18.599 12.995 2.232
H: -20.055 17.923 -2.019
H: -23.892 17.178 -3.801
H: -25.724 17.292 3.936
H: -20.605 12.850 5.642
H: -18.852 11.477 4.345
H: -16.442 26.809 -3.174
H: -14.081 16.931 0.627
H: -13.855 13.965 -4.470
H: -19.019 21.336 -1.185
H: -5.471 22.431 1.946
H: -22.486 13.615 6.440
H: -20.878 15.433 -2.546
H: -6.617 12.231 -2.131
H: -24.955 16.825 -0.956
H: -21.070 17.808 5.879
H: -8.333 15.429 -1.113
H: -16.870 18.024 1.232
H: -23.526 16.613 1.010
H: -19.805 14.023 -3.052
H: -13.848 28.020 5.242
H: -14.397 14.371 4.141
H: -15.531 15.504 2.016
H: -16.416 12.625 3.008
H: -12.368 16.691 -2.975
H: -11.946 24.910 7.825
H: -16.777 22.559 3.866
H: -13.888 27.432 2.790
H: -11.701 11.997 -5.450
H: -15.971 25.991 3.180
H: -16.835 11.611 0.748
H: -26.604 14.610 2.583
H: -18.734 10.293 -1.279
H: -23.311 15.607 8.046
H: -17.818 21.261 -0.017
H: -12.794 14.424 3.523
H: -7.390 19.390 -0.021
H: -16.749 20.871 9.356
H: -15.278 21.791 3.791
H: -20.780 11.064 5.357
H: -11.713 13.343 -2.442
H: -10.202 24.385 6.363
H: -18.298 8.583 1.548
H: -12.603 19.002 5.705